2 unconnected molecules or ions with the total composition C28H32N3O2 at a distorted geometry, computed with ωB97M-V/def2-TZVPD.

Bonds (Å) are listed after each position.
Geometry (Å):
1 C -2.205 -4.000 2.465  C2 1.518, O15 1.434, H16 1.099, H17 1.108
2 C -0.692 -4.104 2.393  C1 1.518, N3 1.472, H18 1.096, H19 1.106
3 N -0.263 -3.628 1.068  C2 1.472, C4 1.336, C13 1.467
4 C 1.038 -3.529 0.782  N3 1.336, C5 1.404, H20 1.095
5 C 1.533 -2.968 -0.406  C4 1.404, C6 1.383, H21 1.097
6 C 2.799 -3.236 -0.896  C5 1.383, C7 1.436, H22 1.091
7 C 3.251 -2.798 -2.188  C6 1.436, C8 1.419, C12 1.419
8 C 4.163 -3.589 -2.934  C7 1.419, C9 1.390, H23 1.093
9 C 4.493 -3.255 -4.242  C8 1.390, C10 1.404, H24 1.092
10 C 3.961 -2.095 -4.828  C9 1.404, C11 1.404, H25 1.090
11 C 3.088 -1.278 -4.093  C10 1.404, C12 1.393, H26 1.092
12 C 2.734 -1.622 -2.790  C7 1.419, C11 1.393, H27 1.092
13 C -1.273 -3.633 0.004  N3 1.467, C14 1.516, H28 1.102, H29 1.091
14 C -2.121 -4.869 0.233  C13 1.516, O15 1.428, H30 1.100, H31 1.110
15 O -2.852 -4.788 1.456  C1 1.434, C14 1.428
16 H -2.567 -4.439 3.405  C1 1.099
17 H -2.516 -2.940 2.383  C1 1.108
18 H -0.225 -3.494 3.176  C2 1.096
19 H -0.376 -5.154 2.533  C2 1.106
20 H 1.731 -3.912 1.539  C4 1.095
21 H 0.869 -2.315 -0.985  C5 1.097
22 H 3.455 -3.892 -0.323  C6 1.091
23 H 4.562 -4.491 -2.462  C8 1.093
24 H 5.167 -3.901 -4.810  C9 1.092
25 H 4.227 -1.830 -5.852  C10 1.090
26 H 2.675 -0.373 -4.542  C11 1.092
27 H 2.042 -1.003 -2.215  C12 1.092
28 H -1.894 -2.726 0.086  C13 1.102
29 H -0.788 -3.671 -0.972  C13 1.091
30 H -2.878 -4.981 -0.556  C14 1.100
31 H -1.462 -5.762 0.257  C14 1.110
32 C 10.821 -0.640 -0.178  N33 1.451, H50 1.097, H51 1.101, H52 1.101
33 N 9.677 -0.848 -1.046  C32 1.451, C34 1.450, C35 1.389
34 C 9.543 0.113 -2.124  N33 1.450, H53 1.097, H54 1.103, H55 1.100
35 C 8.652 -1.722 -0.708  N33 1.389, C36 1.409, C49 1.418
36 C 7.779 -1.436 0.361  C35 1.409, C37 1.371, H56 1.088
37 C 6.822 -2.348 0.724  C36 1.371, N38 1.376, H57 1.077
38 N 6.716 -3.571 0.104  C37 1.376, C39 1.384, C48 1.383
39 C 5.795 -4.532 0.484  N38 1.384, C40 1.415, H58 1.085
40 C 4.908 -4.408 1.580  C39 1.415, C41 1.514, O47 1.260
41 C 3.988 -5.556 1.935  C40 1.514, C42 1.406, C46 1.404
42 C 3.083 -5.343 2.990  C41 1.406, C43 1.394, H59 1.092
43 C 2.151 -6.316 3.345  C42 1.394, C44 1.403, H60 1.091
44 C 2.125 -7.541 2.661  C43 1.403, C45 1.399, H61 1.090
45 C 3.020 -7.766 1.609  C44 1.399, C46 1.400, H62 1.092
46 C 3.942 -6.777 1.245  C41 1.404, C45 1.400, H63 1.089
47 O 4.787 -3.349 2.251  C40 1.260
48 C 7.524 -3.835 -0.987  N38 1.383, C49 1.368, H64 1.087
49 C 8.466 -2.938 -1.412  C35 1.418, C48 1.368, H65 1.090
50 H 10.817 -1.395 0.618  C32 1.097
51 H 11.751 -0.737 -0.758  C32 1.101
52 H 10.806 0.367 0.268  C32 1.101
53 H 8.611 -0.076 -2.670  C34 1.097
54 H 9.530 1.143 -1.728  C34 1.103
55 H 10.394 0.032 -2.816  C34 1.100
56 H 7.837 -0.498 0.910  C36 1.088
57 H 6.135 -2.164 1.533  C37 1.077
58 H 5.881 -5.460 -0.072  C39 1.085
59 H 3.101 -4.388 3.519  C42 1.092
60 H 1.467 -6.107 4.169  C43 1.091
61 H 1.411 -8.309 2.958  C44 1.090
62 H 3.008 -8.716 1.072  C45 1.092
63 H 4.633 -6.956 0.422  C46 1.089
64 H 7.354 -4.802 -1.453  C48 1.087
65 H 9.110 -3.192 -2.255  C49 1.090

HOMO (eV): -9.61
HOMO-LUMO gap (eV): 5.36
Molar mass (g/mol): 442.58
E_tot (eV): -38111.85869
ΔE to the lowest compared entry with this formula, charge and spin (kcal per mole): 36.6
Total charge: +1